No. 1
Computed, not measured: a structure of composition C46H40N6O5Sc, with ωB97M-V/def2-TZVPD.

```
98
Properties=species:S:1:pos:R:3:forces:R:3
Sc 1.92532 0.20220 0.19583 0.159 0.075 -0.300
C 5.18042 -0.61802 0.15372 0.001 0.043 -0.030
O 4.20148 0.43063 0.18957 -0.118 -0.024 0.019
C 4.65818 1.71752 -0.13454 0.057 -0.043 -0.029
C 5.90023 1.96153 -0.68991 -0.056 0.062 0.039
C 6.25584 3.27653 -0.97143 0.004 -0.034 -0.001
C 5.37664 4.31317 -0.70152 0.014 0.006 -0.003
C 4.13032 4.05246 -0.15427 0.028 0.005 0.005
C 3.75741 2.74712 0.13126 -0.058 -0.049 -0.004
N 2.50958 2.35450 0.65653 0.042 0.031 -0.033
N 1.98114 3.23502 1.45422 -0.134 -0.045 0.025
C 0.79907 2.98813 2.02231 0.084 0.245 0.016
C 0.28931 1.67882 1.88599 0.263 -0.465 0.059
O 1.08578 0.69781 1.96531 -0.197 0.210 0.251
C -2.03519 1.62362 2.67014 -0.042 -0.029 -0.015
C -1.88829 2.60520 3.77757 0.005 -0.032 0.052
C -0.95106 3.78728 3.74880 -0.006 -0.006 0.004
C -1.33258 4.81577 4.61223 0.021 0.044 0.000
C -0.67145 6.02851 4.67476 -0.023 -0.039 0.005
C 0.40308 6.24769 3.83041 0.020 -0.007 -0.021
C 0.80385 5.25010 2.96296 0.002 0.072 0.052
C 0.16477 4.00837 2.90357 -0.010 -0.069 -0.018
H 6.05455 -0.31551 0.72844 -0.005 -0.023 -0.007
H 5.45589 -0.84139 -0.87772 0.008 0.001 0.013
H 4.71773 -1.48503 0.60986 0.025 -0.009 -0.007
H 6.58896 1.15798 -0.90337 0.017 0.014 -0.009
H 7.22435 3.48158 -1.40568 0.005 -0.001 -0.002
H 5.65854 5.33278 -0.92557 0.006 0.002 -0.005
H 3.43348 4.85163 0.05456 -0.016 -0.009 0.007
H -3.05227 1.29307 2.49436 0.009 0.019 -0.019
H -2.84225 2.87819 4.21059 -0.003 -0.011 0.001
H -2.19078 4.65276 5.25262 -0.004 -0.001 0.010
H -1.00233 6.79250 5.36482 -0.003 0.007 0.001
H 0.93194 7.19131 3.84309 -0.002 0.006 0.002
H 1.65276 5.41971 2.31739 0.006 -0.021 -0.014
C -6.15270 -1.86039 -0.02725 0.021 0.002 -0.009
O -4.84991 -1.45318 -0.41964 0.031 0.024 -0.033
C -4.73330 -0.77241 -1.59871 0.031 -0.027 0.025
C -5.78242 -0.49911 -2.45607 0.007 0.009 -0.017
C -5.55135 0.22744 -3.62089 -0.005 -0.015 0.022
C -4.28407 0.69169 -3.90721 -0.014 0.012 -0.026
C -3.22680 0.42725 -3.04261 -0.015 0.063 -0.022
C -3.43403 -0.32262 -1.89648 -0.087 -0.138 -0.013
N -2.45188 -0.64538 -0.93791 0.110 0.159 0.134
C -1.09020 -0.55745 -1.02325 0.058 -0.179 -0.082
N -0.59251 -0.68592 -2.26454 0.009 -0.034 0.161
C 0.68892 -0.38494 -2.77153 0.019 -0.080 -0.143
C 1.76786 0.02846 -2.00251 0.092 0.110 0.099
C 2.95461 0.29853 -2.71747 -0.053 -0.033 -0.132
C 3.05530 0.15682 -4.08861 -0.001 0.014 0.056
C 1.95635 -0.26821 -4.82797 -0.011 -0.008 -0.020
C 0.77392 -0.53556 -4.17057 -0.003 -0.004 0.014
O -0.37666 -0.95063 -4.78392 -0.010 0.020 0.029
C -0.36985 -1.06571 -6.19790 0.007 -0.005 0.002
N -0.34371 -0.42363 0.05463 -0.274 0.232 0.016
C -1.09258 -0.15609 1.26629 0.093 -0.168 -0.076
C -1.12038 1.32431 1.54845 -0.017 0.169 -0.209
C -1.46630 1.14766 3.96751 -0.018 0.065 0.074
C -2.11931 -0.11891 4.38412 0.008 -0.074 -0.033
C -2.11057 -1.10505 3.47602 0.050 0.030 -0.120
C -1.52548 -1.13299 2.09175 -0.098 -0.028 0.217
O -1.33274 -2.42887 1.63247 -0.023 0.070 -0.124
C -2.50434 -3.24552 1.62013 0.025 -0.043 0.027
H -6.03874 -2.34520 0.93858 -0.016 0.004 -0.005
H -6.57156 -2.57061 -0.74280 -0.013 0.003 0.009
H -6.81724 -0.99986 0.07195 -0.009 -0.014 0.008
H -6.77986 -0.84552 -2.22968 -0.002 0.001 -0.005
H -6.37517 0.43275 -4.28994 -0.004 0.006 -0.010
H -4.10366 1.27517 -4.79927 -0.001 0.005 -0.005
H -2.24979 0.82985 -3.26923 -0.015 0.008 0.015
H -2.80897 -0.79487 -0.00635 -0.016 -0.019 0.023
H -1.25519 -0.96854 -2.97168 0.036 0.004 -0.015
H 3.83683 0.64762 -2.19729 0.019 0.024 0.016
H 3.98337 0.38112 -4.59847 0.012 0.001 0.008
H 2.03104 -0.37816 -5.89990 0.006 0.000 0.001
H -1.37413 -1.36815 -6.48006 0.007 0.001 -0.006
H 0.34515 -1.82395 -6.52406 -0.005 0.010 -0.011
H -0.13010 -0.10828 -6.66533 -0.003 -0.011 -0.007
H -1.37541 1.86147 0.62245 -0.018 -0.024 0.041
H -0.38545 1.03790 3.97834 -0.004 0.019 -0.024
H -2.52928 -0.30251 5.37001 -0.004 0.038 0.019
H -2.51233 -2.06631 3.77303 0.008 0.035 0.035
H -2.44353 -3.89375 0.74697 0.034 -0.008 0.003
H -3.40906 -2.64021 1.53426 0.007 -0.001 -0.022
H -2.56189 -3.86325 2.51865 -0.011 -0.005 -0.023
N 2.32612 -1.94230 0.70937 -0.056 -0.174 0.036
C 2.06987 -3.06109 0.69445 0.095 -0.056 0.049
C 1.75824 -4.45540 0.65335 -0.016 0.199 0.012
C 2.67462 -5.39029 1.13072 -0.052 -0.080 -0.010
C 2.34157 -6.73223 1.07175 0.028 0.049 0.011
C 1.11761 -7.12097 0.54265 -0.013 -0.036 -0.005
C 0.21339 -6.17948 0.06745 0.002 0.057 -0.003
C 0.52702 -4.83294 0.12072 0.003 -0.116 0.000
H 3.62254 -5.06945 1.53954 0.004 0.010 0.005
H 3.03678 -7.47425 1.43832 -0.002 -0.010 -0.002
H 0.86644 -8.17227 0.49851 -0.002 -0.003 0.002
H -0.73486 -6.49539 -0.34498 0.000 -0.012 -0.002
H -0.15464 -4.07370 -0.23525 -0.032 0.026 0.000
```
Positions in Å, forces in eV/Å.

Its HOMO energy is -0.3446 Ha. Its multiplicity is 1. The calculation puts the HOMO-LUMO gap at 6.54 eV. The net charge is +1.



No. 2
Computed, not measured: a structure of composition C22H30F4N6O3Tl in a non-equilibrium geometry, with ωB97M-V/def2-TZVPD.

```
66
Properties=species:S:1:pos:R:3:forces:R:3
Tl 0.21905 -0.00646 0.19396 -1.113 -0.568 -0.018
C 0.79470 -1.48523 3.10036 -0.007 -0.058 0.100
N 0.15690 -1.94436 1.85957 0.331 0.411 -0.127
C 0.80476 -3.16194 1.37047 0.164 -0.249 -0.151
C -1.27520 -2.12963 2.08770 -0.251 -0.041 -0.011
C -2.11195 -2.47518 0.84673 -0.139 0.579 -0.398
N -1.46526 -2.07119 -0.38466 1.681 0.161 0.812
C -2.09134 -2.17069 -1.55846 -0.413 0.515 -0.691
C -1.34620 -1.82737 -2.72475 -0.816 -0.476 0.356
F -0.07205 -1.45455 -2.57998 0.571 0.229 0.199
C -1.88948 -1.87156 -3.98070 -0.580 -0.087 0.054
F -1.13365 -1.53133 -5.02634 0.132 0.066 -0.179
C -3.20507 -2.26990 -4.17218 0.008 0.066 -0.285
C -3.96115 -2.62046 -3.06727 0.325 0.015 -0.207
F -5.22705 -3.00373 -3.22253 -0.057 -0.016 -0.044
C -3.43983 -2.57586 -1.79620 0.748 0.404 -0.032
F -4.23020 -2.91146 -0.78080 -0.274 -0.138 0.310
H 0.69746 -2.23935 3.89065 -0.045 -0.008 -0.064
H 0.32028 -0.56432 3.43517 -0.022 0.008 0.015
H 1.84527 -1.28202 2.92229 0.035 -0.038 -0.004
H 0.60221 -4.00397 2.04441 0.016 0.071 0.022
H 1.88170 -3.00369 1.33610 0.018 -0.003 0.006
H 0.45205 -3.41347 0.37109 -0.078 0.085 0.104
H -1.64583 -1.20232 2.51863 0.015 0.066 0.021
H -1.42805 -2.91526 2.83959 0.086 0.047 -0.007
H -3.07261 -1.97685 0.96121 -0.109 -0.057 0.212
H -2.32071 -3.54744 0.79862 0.216 -0.069 -0.026
H -3.63194 -2.31160 -5.16581 0.045 -0.017 0.055
O 2.09190 0.87720 1.79785 0.038 -0.199 -0.325
C 3.30003 1.55200 1.43794 -0.041 -0.009 -0.083
C 3.03524 2.97555 0.98288 0.053 0.070 -0.010
C 1.98589 3.05710 -0.13269 0.021 -0.031 -0.063
C 2.41542 2.24487 -1.32149 -0.140 0.020 0.196
C 3.26639 2.78801 -2.27796 -0.026 0.009 0.021
C 3.73515 1.99672 -3.30880 0.040 -0.013 -0.068
C 3.34983 0.66594 -3.36173 -0.001 0.045 0.027
C 2.49863 0.19402 -2.38371 -0.129 -0.265 0.053
N 2.03174 0.95897 -1.38725 -0.220 -0.163 0.204
H 1.59931 1.45166 2.43354 -0.205 0.063 0.073
H 3.76048 0.96399 0.64329 0.001 -0.011 0.002
H 3.99127 1.55744 2.28243 -0.035 -0.055 0.068
H 3.98288 3.39969 0.63825 -0.037 0.037 0.004
H 2.69777 3.57965 1.82723 -0.003 -0.015 0.010
H 1.84171 4.09943 -0.42273 0.044 -0.025 -0.015
H 1.02314 2.70058 0.23632 -0.057 0.015 0.008
H 3.55959 3.82793 -2.19838 -0.038 -0.047 0.016
H 4.39707 2.40995 -4.05924 -0.017 -0.012 0.015
H 3.69665 0.00624 -4.14444 -0.025 -0.010 0.031
H 2.17085 -0.83837 -2.39147 0.003 0.069 -0.017
O -2.78596 0.49214 0.76403 0.290 0.502 0.317
C -2.26201 1.23014 1.59817 -0.795 -0.444 -0.582
C -3.01975 2.15299 2.53025 0.058 0.000 0.032
C -1.91779 2.82320 3.34134 -0.014 -0.071 -0.068
C -0.64710 2.19398 2.80796 0.417 -0.126 -0.111
O 0.47451 2.43892 3.22693 0.089 -0.010 -0.013
N -0.91706 1.29267 1.80153 0.081 0.105 -0.044
H -3.71028 1.56212 3.13154 0.007 -0.015 -0.017
H -3.62022 2.84315 1.93890 0.023 -0.016 -0.020
H -1.98006 2.64000 4.41283 0.025 -0.006 0.012
H -1.85926 3.90173 3.20225 0.023 0.010 -0.015
N -1.30529 2.79880 -1.20468 -0.073 -0.125 0.028
N -1.24549 1.39872 -1.52484 0.122 -0.040 0.310
H -2.18357 3.18626 -1.53762 0.043 0.050 -0.063
H -0.55742 3.26782 -1.70063 0.037 -0.018 0.032
H -1.28711 1.23194 -2.52750 0.045 -0.107 0.034
H -2.05398 0.96530 -1.08290 -0.096 -0.059 -0.005
```
Positions in Å, forces in eV/Å.

Its HOMO energy (alpha / beta) is -0.3587 / -0.3586 Ha. Its multiplicity is 1. The calculation puts the HOMO-LUMO gap (alpha / beta) at 4.48 / 4.48 eV. The net charge is +1.



No. 3
Computed, not measured: a cluster of 5 separate species, C35H75BClN2O7P2 in total in a non-equilibrium geometry, with ωB97M-V/def2-TZVPD.

```
123
Properties=species:S:1:pos:R:3:forces:R:3
C 2.15437 1.24634 0.83921 -0.158 0.413 0.609
C 1.12148 0.91054 1.91644 0.306 -0.821 -1.308
P 1.00893 -0.87528 2.34790 -0.316 -0.091 1.936
C 2.74571 -1.42107 2.56471 0.463 -0.209 0.199
C 2.96445 -2.12256 3.93358 -0.301 0.096 -0.711
N 0.32150 -1.47031 0.75775 1.005 1.425 0.448
C -1.18753 -1.22794 0.66313 0.123 -0.638 -2.035
C -2.06098 -1.68128 1.80688 -0.133 0.812 0.705
C -2.34134 -0.65333 2.92152 0.077 -0.442 -0.180
C -2.67483 0.75315 2.45292 -0.101 0.080 0.643
C -3.60347 1.51407 3.41374 0.605 -0.053 -0.230
O -4.71005 0.76002 3.85768 0.020 -0.110 0.383
C -1.48638 -1.98550 -0.68067 -0.703 -1.065 0.347
C -2.33528 -1.26245 -1.74366 0.233 0.028 0.045
C -3.77288 -1.78877 -1.83499 -0.052 1.020 0.338
C -4.69030 -1.09661 -0.82538 -0.138 -0.277 0.374
O -5.44209 -2.05661 -0.10793 0.290 -0.145 -0.046
C -6.05878 -1.55291 1.05763 -0.310 0.103 0.212
C -0.19572 -2.70287 -1.13284 0.075 0.281 0.277
B 0.58980 -2.10145 -2.38710 0.147 -0.091 -0.342
N 1.08385 -2.96779 -3.40260 0.876 0.422 1.234
O 0.78295 -0.72985 -2.50886 -0.823 0.350 0.073
C 0.62219 -2.79875 0.20350 -0.153 -1.538 -1.946
Cl 2.35910 -3.03261 -0.28331 0.001 0.554 0.357
P -0.07580 -4.35151 1.02495 -0.910 0.101 0.393
C 0.80082 -5.70732 0.14285 0.374 0.835 0.223
C 0.53150 -4.47793 2.76792 -0.670 -0.448 0.011
C -0.64634 -4.90973 3.68839 0.205 0.371 -0.484
H 1.94281 0.68343 -0.06227 0.247 -0.035 -0.376
H 2.04531 2.29908 0.61258 -0.018 0.193 -0.326
H 3.17511 1.09719 1.16929 0.176 -0.249 -0.048
H 1.24221 1.50027 2.81512 -0.073 -0.008 0.293
H 0.16125 1.12395 1.45581 -0.386 0.367 0.332
H 3.37585 -0.54009 2.55780 -0.018 0.366 -0.230
H 3.14477 -2.06298 1.79077 -0.194 0.116 -0.217
H 2.03011 -2.23157 4.47177 -0.053 0.039 0.342
H 3.67345 -1.55968 4.51875 0.092 0.083 0.396
H 3.36834 -3.10832 3.75461 0.109 -0.303 0.151
H 0.68485 -0.80437 0.06026 0.097 -0.258 -0.194
H -1.31191 -0.18433 0.39657 0.155 0.393 0.580
H -1.71036 -2.59303 2.27640 0.209 -0.239 -0.139
H -3.01660 -1.92628 1.35896 -0.248 -0.143 -0.216
H -3.16178 -1.06434 3.49940 -0.309 -0.043 0.014
H -1.49847 -0.63636 3.60139 0.218 0.154 0.164
H -3.10685 0.78687 1.45722 -0.076 -0.192 -0.247
H -1.75193 1.32583 2.45388 0.143 0.277 -0.410
H -3.94837 2.39781 2.88909 -0.367 0.156 -0.025
H -3.00393 1.88172 4.24430 -0.023 -0.042 0.326
H -4.48691 0.38564 4.72411 -0.247 0.149 -0.421
H -2.12118 -2.80787 -0.36760 -0.126 -0.194 0.206
H -1.90727 -1.34154 -2.74137 0.346 -0.122 0.011
H -2.34011 -0.20041 -1.50888 -0.086 0.318 -0.161
H -4.14836 -1.54191 -2.81842 -0.102 -0.406 -0.376
H -3.79893 -2.85474 -1.64772 -0.109 -0.258 -0.207
H -4.08625 -0.52890 -0.11690 0.151 0.183 0.199
H -5.36085 -0.37856 -1.30356 -0.044 0.064 -0.150
H -5.75530 -0.53932 1.29760 0.193 0.299 -0.071
H -7.14315 -1.54860 0.96544 -0.126 -0.056 -0.159
H -5.80228 -2.16221 1.91944 0.100 -0.277 0.040
H -0.47654 -3.70503 -1.44436 -0.029 -0.278 0.014
H 1.93318 -2.54329 -3.77828 -0.270 -0.153 -0.812
H 1.37543 -3.85393 -3.00162 -0.421 -0.282 -0.438
H 0.37415 -0.37334 -3.31540 0.584 -0.005 0.266
H 0.25912 -6.62651 0.30535 -0.210 -0.226 0.108
H 0.83066 -5.49604 -0.91879 -0.071 -0.076 -0.233
H 1.81818 -5.79550 0.50528 0.218 -0.162 -0.009
H 0.89916 -3.53202 3.14022 0.384 0.115 -0.159
H 1.28682 -5.25265 2.81505 0.529 0.190 0.024
H -0.70308 -4.25070 4.54325 -0.020 0.038 0.337
H -0.53117 -5.92871 4.02960 -0.027 -0.205 0.092
H -1.58534 -4.82352 3.14959 -0.245 -0.121 0.051
C -0.65375 5.23069 -1.96260 -0.088 -0.141 0.037
C -1.51464 5.23775 -0.70238 0.127 0.120 0.096
C -1.36710 3.80301 -0.21942 -0.054 -0.087 -0.085
O -0.06393 3.36825 -0.62388 -0.056 -0.067 0.064
C 0.48884 4.31485 -1.55205 0.105 0.143 0.089
H -0.31291 6.21884 -2.26612 0.011 0.005 0.015
H -1.20794 4.79495 -2.79107 0.031 0.022 -0.065
H -1.09749 5.92734 0.03538 -0.032 -0.016 0.021
H -2.55158 5.51845 -0.88043 -0.005 -0.024 -0.021
H -2.11082 3.14743 -0.68863 -0.052 0.037 0.022
H -1.45721 3.70928 0.86527 0.050 -0.040 0.003
H 1.28353 4.87031 -1.04219 0.012 0.010 -0.043
H 0.92704 3.77928 -2.39461 -0.012 -0.077 0.034
C -3.58446 4.30994 -6.59980 -0.055 -0.106 0.076
C -4.21960 5.51710 -5.91741 0.053 0.096 -0.076
C -3.50499 5.52598 -4.57432 -0.018 -0.084 0.082
O -2.19668 4.99004 -4.80676 -0.128 -0.057 -0.146
C -2.14605 4.40018 -6.11143 0.053 0.133 -0.057
H -3.66297 4.32675 -7.68524 0.008 0.021 -0.003
H -4.04880 3.38926 -6.23861 0.008 -0.004 -0.016
H -3.98520 6.42663 -6.47413 -0.011 0.007 0.014
H -5.30143 5.44846 -5.81919 -0.001 -0.020 0.011
H -4.01694 4.88487 -3.84738 -0.052 0.035 -0.007
H -3.41314 6.52601 -4.14929 0.065 -0.009 0.017
H -1.54683 5.04794 -6.75900 -0.004 -0.040 -0.044
H -1.65686 3.42736 -6.04745 0.027 0.010 0.062
C 4.92442 -1.26527 -7.16320 -0.118 0.029 -0.100
C 4.66946 -0.06067 -6.26344 0.105 -0.018 0.103
C 3.33565 -0.42478 -5.62912 -0.114 0.004 -0.073
O 3.30293 -1.85535 -5.54233 0.025 0.099 0.079
C 4.37574 -2.40594 -6.31996 0.099 -0.079 0.096
H 5.97105 -1.40314 -7.42730 0.009 -0.001 0.024
H 4.34945 -1.16950 -8.08656 0.014 -0.018 -0.005
H 5.44547 0.00463 -5.49758 -0.012 0.017 0.003
H 4.63785 0.88774 -6.79651 -0.019 -0.007 -0.017
H 2.49620 -0.09875 -6.25280 0.021 0.050 -0.004
H 3.21149 -0.00109 -4.63085 -0.019 -0.056 0.031
H 5.13501 -2.79383 -5.63317 0.029 -0.009 -0.045
H 3.99649 -3.23286 -6.91983 -0.072 -0.002 0.043
C 5.50293 1.12245 7.47650 -0.038 0.026 -0.130
C 4.17519 1.35411 8.18971 0.028 -0.013 0.113
C 3.34806 0.17724 7.69329 -0.011 -0.043 -0.105
O 4.26415 -0.89573 7.45918 0.011 0.133 -0.079
C 5.60643 -0.39546 7.50373 0.016 -0.069 0.139
H 6.34986 1.61169 7.95377 -0.001 -0.008 0.018
H 5.44089 1.47850 6.44495 0.020 0.002 0.005
H 4.31491 1.28586 9.27030 -0.017 0.003 -0.001
H 3.71759 2.31665 7.96687 0.000 -0.001 -0.017
H 2.84559 0.41597 6.74712 -0.040 0.054 0.033
H 2.59462 -0.14502 8.41243 0.004 -0.060 -0.016
H 6.07315 -0.74466 8.42979 0.054 0.023 -0.018
H 6.16859 -0.79855 6.66062 -0.041 -0.052 -0.007
```
Positions in Å, forces in eV/Å.

Its HOMO energy is -0.4126 Ha. Its multiplicity is 1. The calculation puts the HOMO-LUMO gap at 9.51 eV. The net charge is +1.



no.,M (g mol⁻¹),energy (eV)
1,801.82,-88223.20646
2,706.90,-53939.67696
3,744.21,-86594.23694